# C9H24N2P

A 2-piece molecular cluster, C9H24N2P overall at a distorted geometry (the ωB97M-V functional and the def2-TZVPD basis, OMol25).

Element x y z (Å)
C  -1.849  -1.157  -0.833
C  -3.836  -0.053  0.321
C  -2.729  1.067  -1.594
C  2.440  2.519  0.007
C  1.631  0.841  -1.485
C  2.365  -2.238  0.057
C  1.347  -1.365  2.088
C  2.439  0.222  0.665
C  -2.487  0.181  -0.390
N  2.182  1.129  -0.311
N  1.664  -0.990  0.665
P  -0.921  0.906  0.428
H  -2.675  -1.512  -1.413
H  -0.913  -1.093  -1.415
H  -1.741  -1.714  0.039
H  -3.891  0.718  1.020
H  -3.711  -1.035  0.824
H  -4.734  -0.067  -0.297
H  -2.951  2.086  -1.289
H  -1.914  1.185  -2.312
H  -3.599  0.638  -2.073
H  1.474  3.059  0.031
H  3.105  2.605  0.767
H  3.100  2.955  -0.807
H  1.713  -0.148  -1.851
H  -0.829  0.020  1.423
H  1.478  1.682  -2.142
H  2.782  -1.948  -0.870
H  3.205  -2.629  0.659
H  1.651  -3.027  -0.098
H  1.173  -2.516  2.083
H  2.271  -1.326  2.648
H  0.582  -0.584  2.450
H  2.898  0.487  1.658
H  0.781  -0.765  0.122
H  -1.502  1.868  1.222

Summary:
HOMO, eV: -11.21
Total charge: +1